(1)
{
  "formula": "C8H2AuCl8NO7P2",
  "method": "ωB97M-V/def2-TZVPD",
  "species": ["Au", "Cl", "C", "C", "C", "Cl", "C", "Cl", "C", "Cl", "C", "Cl", "O", "P", "O", "O", "O", "P", "O", "O", "O", "H", "H", "Cl", "C", "Cl", "Cl", "C", "N"],
  "xyz": [[0.2020, 0.0624, 0.6428], [-0.4125, -3.1157, 1.9092], [-0.1217, -2.9357, 0.2228], [0.2288, -1.7044, -0.3169], [0.5347, -1.6298, -1.6692], [0.7608, -0.0725, -2.4009], [0.5449, -2.7589, -2.4825], [0.9448, -2.6293, -4.1446], [0.1985, -3.9903, -1.9329], [0.1937, -5.3931, -2.9179], [-0.1464, -4.0757, -0.5852], [-0.5753, -5.5958, 0.0811], [-3.4960, 0.3776, 2.7018], [-2.7014, 0.1592, 1.3585], [-3.3736, -0.6862, 0.3826], [-1.2935, -0.3199, 1.8495], [-2.4009, 1.6528, 0.8136], [-1.1979, 2.7320, 1.0335], [-0.8031, 3.0619, -0.4876], [-1.6268, 3.8863, 1.8170], [0.0176, 1.9245, 1.5229], [-3.1085, 1.0324, 3.2934], [-1.4187, 3.6723, -0.9075], [3.4356, 3.4309, -1.7392], [3.3708, 3.0862, -0.0067], [2.4157, 4.2860, 0.8516], [4.9982, 2.9383, 0.6674], [2.6995, 1.7927, 0.1548], [2.1307, 0.8120, 0.2887]],
  "homo_ev": -9.53,
  "multiplicity": 1,
  "mol_weight_g_mol": 766.64,
  "orbital_gap_ev": 7.1267,
  "e_above_lowest_kj_mol": 97.6
}

(2)
{
  "formula": "C19H41AsF6O23P4V",
  "method": "ωB97M-V/def2-TZVPD",
  "species": ["V", "As", "F", "F", "F", "F", "F", "F", "O", "C", "O", "O", "H", "C", "C", "C", "O", "C", "C", "C", "O", "O", "O", "H", "H", "H", "H", "C", "O", "P", "O", "O", "C", "O", "C", "H", "H", "H", "H", "H", "H", "H", "H", "H", "C", "O", "P", "O", "O", "C", "O", "C", "H", "H", "H", "H", "H", "H", "H", "H", "H", "C", "O", "P", "O", "O", "C", "O", "C", "H", "H", "H", "H", "H", "H", "H", "H", "H", "C", "O", "P", "O", "O", "C", "O", "C", "H", "H", "H", "H", "H", "H", "H", "H", "H"],
  "xyz": [[0.1425, 2.3673, -2.5852], [-1.7461, 5.5194, -1.1347], [-0.1191, 6.2868, -1.1177], [-1.3923, 4.9111, 0.5271], [-3.4003, 4.8232, -1.0049], [-2.1854, 6.0655, -2.8126], [-1.2173, 3.9870, -1.8209], [-2.4474, 7.0242, -0.4671], [-0.0255, 0.1627, 0.8461], [0.0337, 0.6804, -0.3858], [1.1348, 0.7188, -0.9175], [-0.8336, 1.2596, -1.0018], [0.9207, 0.1435, 1.0067], [-0.1568, -5.8325, 1.4711], [0.0700, -6.6362, 0.3931], [-0.1674, -6.1639, -0.9671], [-0.0282, -6.7971, -2.0277], [-0.4915, -4.7342, -1.0700], [-0.5446, -3.8478, -0.0240], [-0.4499, -4.3605, 1.3809], [-0.7016, -3.6906, 2.3980], [-0.6190, -2.4505, -0.1904], [0.3877, -7.9571, 0.5095], [-0.0377, -6.2615, 2.4550], [-0.4787, -4.3486, -2.0787], [-0.8760, -2.0403, 0.6387], [0.3585, -8.5121, -0.2733], [-1.6082, -1.5579, -3.1774], [-0.9357, -1.4712, -4.3958], [0.5259, -0.7838, -4.4468], [0.5007, 0.5715, -3.8398], [1.4676, -1.9626, -3.7814], [2.6993, -1.6060, -3.1704], [0.8163, -0.9570, -6.0341], [2.1627, -0.5319, -6.5148], [-2.5361, -1.0015, -3.3098], [-1.1867, -0.9790, -2.3556], [-1.9847, -2.5404, -2.8927], [2.6341, -1.7667, -2.0943], [2.8446, -0.5342, -3.3058], [3.5652, -2.0934, -3.6185], [2.8375, -0.1504, -5.7486], [2.0346, 0.3247, -7.1765], [2.7092, -1.3837, -6.9197], [2.9023, -2.0355, 0.8396], [2.9469, -2.5874, 2.1681], [3.0991, -1.6108, 3.4301], [4.3954, -0.8204, 3.5167], [1.7131, -0.7422, 3.3068], [1.4453, 0.2087, 4.3485], [2.9853, -2.6348, 4.6790], [1.7880, -3.4568, 4.6639], [2.9782, -0.9578, 0.6957], [1.9418, -2.3089, 0.4028], [3.7143, -2.4787, 0.2631], [1.6993, 1.2235, 4.0422], [2.0091, 0.0326, 5.2646], [0.4295, 0.2168, 4.7437], [1.8891, -4.2701, 5.3825], [1.5302, -3.9138, 3.7084], [0.9205, -2.8095, 4.7919], [-3.1220, 0.1716, 1.6190], [-4.1585, 0.0960, 2.5803], [-5.6923, 0.6745, 2.4076], [-6.3992, 1.1920, 3.6039], [-5.6937, 1.6622, 1.1324], [-5.3991, 3.0257, 1.3188], [-6.4511, -0.6540, 1.7888], [-6.3597, -1.0089, 0.4457], [-3.4054, -0.6143, 0.9189], [-2.1434, 0.0338, 2.0787], [-3.1356, 1.1787, 1.2022], [-5.0164, 3.2732, 2.3090], [-6.1787, 3.6481, 0.8797], [-4.4611, 3.4059, 0.9145], [-5.9386, -2.0132, 0.3988], [-5.6982, -0.4013, -0.1719], [-7.3482, -1.0592, -0.0107], [2.9785, 6.3105, -0.3431], [3.6046, 5.1158, -0.3965], [2.5434, 3.8218, -0.3104], [1.6347, 3.5674, -1.5294], [3.5837, 2.6030, 0.0452], [4.2354, 1.9054, -0.9845], [1.7572, 4.1044, 1.0631], [1.1343, 3.1299, 1.9462], [3.7387, 6.9379, 0.1222], [2.1151, 6.2644, 0.3206], [2.7009, 6.7473, -1.3024], [4.4083, 2.4345, -1.9216], [4.1303, 0.8316, -1.1393], [5.2765, 1.9528, -0.6654], [1.0600, 3.5871, 2.9329], [1.5366, 2.1175, 1.9100], [0.0999, 3.0097, 1.6242]],
  "homo_ev": [-9.76, -10.17],
  "multiplicity": 4,
  "mol_weight_g_mol": 1001.26,
  "s_squared": 3.754,
  "orbital_gap_ev": [7.3494, 7.7586]
}

(3)
{
  "formula": "CHClFO3",
  "method": "ωB97M-V/def2-TZVPD",
  "species": ["C", "O", "O", "O", "F", "Cl", "H"],
  "xyz": [[-1.4501, 0.1770, -0.1853], [3.0409, -0.2742, 0.3103], [0.9125, -0.3234, 0.3150], [1.9755, 0.2689, 0.1245], [-1.4488, 0.2415, -1.4287], [-1.8625, -1.1647, 0.6184], [-1.1673, 1.0749, 0.2458]],
  "homo_ev": [-16.57, -16.56],
  "multiplicity": 1,
  "mol_weight_g_mol": 115.47,
  "total_charge": 1,
  "orbital_gap_ev": [9.0509, 9.0471],
  "e_above_lowest_kj_mol": 284.5
}

(4)
{
  "formula": "C28H62Cl3N7O9PS2",
  "method": "ωB97M-V/def2-TZVPD",
  "species": ["C", "C", "C", "C", "N", "C", "S", "C", "O", "O", "C", "O", "C", "C", "N", "C", "C", "Cl", "C", "C", "Cl", "N", "C", "C", "C", "Cl", "P", "O", "O", "S", "H", "H", "H", "H", "H", "H", "H", "H", "H", "H", "H", "H", "H", "H", "H", "H", "H", "H", "H", "H", "H", "H", "H", "H", "H", "H", "H", "H", "H", "H", "H", "H", "H", "H", "C", "O", "N", "C", "C", "H", "H", "H", "H", "H", "H", "H", "C", "O", "N", "C", "C", "H", "H", "H", "H", "H", "H", "H", "C", "O", "N", "C", "C", "H", "H", "H", "H", "H", "H", "H", "C", "O", "N", "C", "C", "H", "H", "H", "H", "H", "H", "H"],
  "xyz": [[2.8792, 4.6345, -0.9705], [2.2147, 3.5664, -1.8585], [0.7674, 3.3756, -1.4160], [-0.2235, 2.6540, -2.3750], [-0.3355, 3.5902, -3.4337], [0.2164, 1.3020, -2.9515], [1.7607, 1.4043, -3.9428], [-0.7436, 0.5963, -3.9105], [-0.9144, 1.3684, -5.1004], [-2.0283, 0.8078, -5.7778], [0.2279, 0.4207, -1.6378], [1.3685, 0.5867, -0.8801], [0.1000, -1.1158, -1.7759], [1.1433, -1.8943, -2.5733], [2.5414, -1.4261, -2.4662], [-1.1450, 0.9322, -1.0047], [-1.4177, 0.4175, 0.4156], [-0.1169, 0.7830, 1.5795], [-2.8455, 0.6123, 0.9728], [-3.7553, -0.5058, 0.4896], [-2.7879, 0.3735, 2.7654], [-1.5356, 2.3227, -1.5377], [-2.6940, 2.3266, -2.5344], [-3.8689, 1.4020, -2.2538], [-5.0803, 1.9216, -3.0475], [-6.5498, 1.3468, -2.1995], [-2.0336, 3.6640, -0.4205], [-1.8414, 5.0289, -1.2630], [-3.6357, 3.6152, -0.2171], [-1.2301, 3.8437, 1.2793], [2.1403, 5.2183, -0.4330], [3.5164, 4.1535, -0.2451], [3.4534, 5.3275, -1.5640], [2.8245, 2.6820, -1.8152], [2.2158, 3.9645, -2.8620], [0.7989, 2.8826, -0.4540], [0.4170, 4.3813, -1.2269], [-0.8747, 3.3344, -4.2480], [-0.3976, 4.5574, -3.1619], [1.6849, 0.2136, -4.5477], [-1.7454, 0.4502, -3.5245], [-0.3807, -0.3785, -4.2029], [-1.6602, 0.0231, -6.2122], [2.1197, 0.8085, -1.4563], [0.1537, -1.4849, -0.7629], [-0.8848, -1.4217, -2.1256], [0.9011, -2.0275, -3.6174], [1.1076, -2.9049, -2.1834], [3.0536, -2.0094, -1.8160], [2.9955, -1.5752, -3.3566], [-1.7737, 0.2523, -1.5598], [-1.3564, -0.6515, 0.3403], [-3.2598, 1.6036, 0.8883], [-3.7688, -0.6170, -0.5825], [-4.7417, -0.3130, 0.8788], [-3.4343, -1.4110, 0.9742], [-2.3638, 2.1113, -3.5385], [-3.0843, 3.3260, -2.6283], [-4.1852, 1.3673, -1.2278], [-3.6719, 0.4210, -2.6552], [-5.1069, 1.5319, -4.0513], [-5.1458, 2.9995, -3.0395], [-2.6052, 5.2273, -1.8285], [-4.1259, 4.0296, -0.9458], [5.1039, 1.2920, 1.2033], [4.4377, 2.1842, 0.6974], [4.5952, 0.2358, 1.8448], [5.4227, -0.8155, 2.4166], [3.1528, 0.1368, 1.9695], [6.2053, 1.2833, 1.1581], [5.1725, -1.7670, 1.9637], [5.2445, -0.8782, 3.4903], [6.4763, -0.6017, 2.2433], [2.6980, 0.1277, 0.9808], [2.7691, 1.0023, 2.5136], [2.8893, -0.7745, 2.5005], [3.5237, -4.4931, 2.8256], [4.2370, -3.5061, 2.9161], [2.3638, -4.6573, 3.4741], [1.5622, -5.8572, 3.3279], [1.8994, -3.5939, 4.3543], [3.7880, -5.3516, 2.1853], [0.5755, -5.6017, 2.9366], [1.4435, -6.3461, 4.2958], [2.0450, -6.5494, 2.6416], [1.7723, -2.6731, 3.7831], [2.6340, -3.4120, 5.1388], [0.9522, -3.8733, 4.8060], [-5.6367, -2.2864, -2.1803], [-4.9386, -2.8706, -1.3700], [-6.6098, -2.8530, -2.9052], [-7.4055, -2.0995, -3.8570], [-6.8739, -4.2733, -2.7254], [-5.5139, -1.2074, -2.3823], [-8.4593, -2.1403, -3.5775], [-7.2875, -2.5203, -4.8572], [-7.0874, -1.0598, -3.8710], [-7.1455, -4.4733, -1.6894], [-5.9800, -4.8506, -2.9606], [-7.6859, -4.5787, -3.3789], [3.5035, -0.8162, 7.6575], [3.0961, -1.9514, 7.5022], [4.7249, -0.3908, 7.2915], [5.1610, 0.9768, 7.4985], [5.6322, -1.3414, 6.6686], [2.8884, -0.0259, 8.1209], [5.4098, 1.4393, 6.5411], [6.0432, 0.9951, 8.1408], [4.3701, 1.5536, 7.9721], [5.1890, -1.7384, 5.7540], [5.8187, -2.1761, 7.3443], [6.5718, -0.8489, 6.4328]],
  "homo_ev": -10.54,
  "multiplicity": 1,
  "mol_weight_g_mol": 842.31,
  "total_charge": 1,
  "orbital_gap_ev": 7.5533
}

(5)
{
  "formula": "C3H2FN",
  "method": "ωB97M-V/def2-TZVPD",
  "species": ["C", "C", "C", "N", "F", "H", "H"],
  "xyz": [[1.0726, 0.2757, -0.0130], [-2.1281, -0.0515, -0.0576], [-0.9857, 0.3067, -0.1137], [2.1562, -0.3627, 0.1330], [-3.4196, -0.1442, -0.0664], [1.1478, 1.3444, -0.1546], [2.1568, -1.3684, 0.2723]],
  "homo_ev": -10.26,
  "multiplicity": 1,
  "mol_weight_g_mol": 71.05,
  "orbital_gap_ev": 10.3533,
  "e_above_lowest_kj_mol": 490.8
}

(6)
{
  "formula": "C19H18F3N5S2",
  "method": "ωB97M-V/def2-TZVPD",
  "species": ["C", "C", "C", "S", "C", "N", "C", "N", "C", "N", "C", "C", "N", "C", "S", "N", "C", "C", "C", "C", "C", "F", "F", "F", "C", "C", "C", "C", "C", "H", "H", "H", "H", "H", "H", "H", "H", "H", "H", "H", "H", "H", "H", "H", "H", "H", "H"],
  "xyz": [[2.2582, 2.5084, 0.7206], [2.5708, 1.0458, 0.7614], [3.2776, 0.4904, 1.7768], [3.6815, -1.1780, 1.5610], [2.9253, -1.1530, 0.0024], [2.9783, -2.1810, -0.8326], [2.4455, -1.9577, -2.0120], [1.7580, -0.8889, -2.3721], [1.5994, 0.1061, -1.5018], [0.7629, 1.1247, -1.8848], [-0.2156, 1.6416, -0.9486], [-1.6372, 1.2052, -1.3678], [-1.5906, -0.0441, -2.0916], [-2.3944, -1.0990, -1.8525], [-2.7746, -2.2036, -3.0159], [-2.9627, -1.2176, -0.5980], [-2.3041, -1.0949, 0.6182], [-3.0585, -0.9667, 1.7878], [-2.4335, -0.8081, 3.0054], [-1.0437, -0.7901, 3.0740], [-0.3911, -0.5785, 4.4066], [0.9469, -0.5743, 4.3511], [-0.7369, -1.5150, 5.3074], [-0.7458, 0.6046, 4.9538], [-0.2853, -0.9665, 1.9251], [-0.9111, -1.1178, 0.7050], [-0.8840, 0.0325, -3.3559], [0.2425, 1.0687, -3.2363], [2.3046, 0.0875, -0.2716], [2.1927, 2.8531, -0.3075], [3.0490, 3.0589, 1.2255], [1.3229, 2.7337, 1.2321], [3.6137, 0.9843, 2.6674], [2.5393, -2.7413, -2.7508], [0.0080, 1.2595, 0.0465], [-0.1742, 2.7361, -0.9291], [-2.0769, 1.9624, -2.0305], [-2.2741, 1.1151, -0.4893], [-3.8003, -1.7852, -0.5909], [-4.1360, -0.9867, 1.7293], [-3.0155, -0.6948, 3.9070], [0.7904, -0.9989, 1.9914], [-0.3247, -1.2878, -0.1842], [-1.5716, 0.2944, -4.1696], [-0.4641, -0.9536, -3.5654], [1.0536, 0.7993, -3.9110], [-0.1149, 2.0711, -3.4859]],
  "smiles": "Cc1csc2ncnc(N3CCN(C(=S)Nc4ccc(C(F)(F)F)cc4)CC3)c12",
  "homo_ev": -8.32,
  "multiplicity": 1,
  "mol_weight_g_mol": 437.52,
  "orbital_gap_ev": 8.6731
}

(7)
{
  "formula": "H4O2",
  "method": "ωB97M-V/def2-TZVPD",
  "species": ["O", "H", "H", "O", "H", "H"],
  "xyz": [[-1.0349, -0.8113, 0.6793], [-1.6144, -0.2100, 0.1953], [-1.3250, -0.7487, 1.5965], [1.3836, 0.9424, -0.6620], [0.7236, 0.2801, -0.4135], [1.8671, 0.5475, -1.3957]],
  "smiles": "O.O",
  "homo_ev": -11.24,
  "multiplicity": 1,
  "mol_weight_g_mol": 36.03,
  "orbital_gap_ev": 12.0314,
  "e_above_lowest_kj_mol": 6.2
}

| no. | largest force on an atom (eV Å⁻¹) |
| --- | --- |
| 1 | 1.462 |
| 2 | 6.263 |
| 3 | 2.817 |
| 4 | 3.993 |
| 5 | 4.990 |
| 6 | 0.772 |
| 7 | 0.222 |